A molecular structure, C54H53IMnN6O2P2S. Source: the OMol25 dataset; level of theory: ωB97M-V/def2-TZVPD.

The largest force on an atom is 2.10 eV/A. As for the net charge: +1. Its energy above the lowest of the compared OMol25 structures with the same formula, charge and spin is 38.59 kcal per mole. For the total energy, the calculation gives -5098.04493 a.u. Its spin multiplicity is 5.

The geometry in XYZ format:
```
120
Properties=species:S:1:pos:R:3:forces:R:3
Mn 0.43876 0.05903 0.36254 0.8 1.4 1.4
I 1.45383 1.54218 2.53313 0.1 0.5 0.1
C 0.63309 3.25803 1.62760 0.1 -0.4 0.1
C 0.70899 4.43476 2.30773 -0.1 0.2 0.0
C 0.18900 5.60244 1.70998 0.0 0.0 0.0
C -0.37308 5.53218 0.46892 0.0 0.0 -0.1
C -0.44918 4.30676 -0.23938 0.0 0.0 0.0
C -1.01772 4.26097 -1.54095 0.0 0.1 0.1
C -1.06572 3.08867 -2.22384 -0.1 0.1 -0.1
C -0.56696 1.90772 -1.63531 -0.2 -0.2 -0.1
C -0.04157 1.86942 -0.37337 0.0 0.3 0.1
C 0.05407 3.10834 0.34109 0.0 0.2 0.2
H 1.15625 4.47721 3.29324 0.0 0.0 -0.1
H 0.24702 6.54563 2.24110 0.0 -0.1 0.0
H -0.77600 6.42140 -0.00498 0.0 0.0 0.0
H -1.39266 5.18130 -1.97469 0.0 0.0 0.0
H -1.47279 3.05015 -3.22641 0.0 0.0 0.0
H -0.64504 1.00197 -2.22373 0.0 0.0 0.0
C -1.02140 -1.53213 -6.89244 -0.1 0.0 0.1
C -2.23428 -1.72698 -6.01484 0.0 0.0 0.0
C -3.19445 -0.72782 -5.87805 0.0 0.0 0.0
C -4.30884 -0.90838 -5.07173 0.0 0.1 0.0
C -4.48987 -2.09643 -4.37456 -0.1 -0.1 0.0
N -5.66278 -2.23062 -3.57893 0.2 0.0 0.0
C -5.89456 -2.96715 -2.44514 0.0 0.0 0.1
O -7.01199 -3.24531 -2.06644 0.1 0.0 -0.1
N -4.77060 -3.40300 -1.72961 0.1 0.1 -0.1
C -3.61416 -2.69335 -1.41645 0.0 0.1 0.0
C -2.55777 -3.34097 -0.77699 -0.1 -0.2 0.0
C -1.39002 -2.65814 -0.52742 0.3 -0.1 0.1
C -1.31885 -1.32945 -0.90668 -0.2 -0.3 -0.8
N -2.31773 -0.68426 -1.47103 -0.1 0.2 0.0
C -3.45014 -1.33807 -1.70585 -0.1 0.1 0.1
C -3.55129 -3.11129 -4.51471 0.0 -0.1 -0.1
C -2.44106 -2.91824 -5.32507 0.0 0.0 0.0
H -1.22187 -0.80836 -7.68216 0.0 0.0 0.0
H -0.71840 -2.47189 -7.35626 0.0 0.0 0.0
H -0.17151 -1.15923 -6.31251 0.0 0.0 0.0
H -3.07136 0.20863 -6.41332 0.0 -0.1 0.0
H -5.04866 -0.11848 -4.98423 0.1 0.0 0.0
H -6.50428 -1.83204 -3.95945 -0.1 0.0 0.0
H -4.96692 -4.21811 -1.17473 -0.1 0.0 0.2
H -2.65363 -4.38582 -0.49883 0.0 0.0 0.0
H -0.55172 -3.14464 -0.04732 0.0 0.0 0.0
H -0.35975 -0.77110 -0.91001 -1.0 -1.0 -1.0
H -4.25346 -0.75885 -2.14454 0.0 -0.1 0.0
H -3.69442 -4.05952 -4.01369 0.0 0.0 0.0
H -1.72747 -3.72828 -5.44554 -0.1 0.0 0.0
O 1.76751 -3.23717 2.62766 0.0 0.4 -0.3
C 1.50623 -2.36164 1.88276 -0.1 0.0 -0.1
N 1.24053 -1.49127 1.09660 0.4 -1.0 0.8
C -3.32074 -2.36502 4.37580 0.0 0.0 0.0
C -2.99950 -0.89619 4.61479 -0.1 -0.1 -0.1
N -3.47807 -0.03026 3.53207 0.1 -0.1 0.1
C -2.84394 0.18591 2.38040 0.0 0.4 -0.5
S -1.31681 -0.50709 2.07396 0.0 -0.4 0.6
N -3.42201 0.96129 1.45399 -0.2 0.0 0.0
C -4.79780 1.45712 1.49175 0.1 -0.2 0.0
C -5.82207 0.38416 1.12839 0.0 0.0 0.0
H -2.92892 -2.96745 5.19750 0.0 0.0 0.0
H -2.85932 -2.70800 3.44874 0.0 0.0 0.0
H -4.39984 -2.52523 4.31498 0.1 0.0 0.0
H -1.92756 -0.75590 4.71134 0.1 0.1 0.0
H -3.47571 -0.54711 5.52861 0.0 0.1 0.0
H -4.41886 0.31417 3.61885 -0.1 0.0 0.0
H -2.93173 1.00384 0.57387 0.1 0.0 -0.1
H -4.85148 2.28184 0.78541 0.0 0.1 0.0
H -4.99752 1.87606 2.47931 0.0 0.1 0.0
H -5.65068 0.02588 0.11162 0.0 0.0 0.1
H -6.83478 0.78852 1.18430 0.1 0.0 0.0
H -5.75738 -0.47331 1.80191 0.0 0.0 0.0
C 2.38364 0.27294 -3.04858 -0.1 0.5 0.3
P 2.22543 -0.41350 -1.34094 0.4 -0.3 -0.9
C 3.92053 -0.36596 -0.69237 -0.1 0.1 0.2
C 4.22824 0.53723 0.31896 0.1 -0.1 -0.1
C 5.50670 0.58776 0.85629 0.0 0.1 0.0
C 6.49072 -0.26238 0.37535 0.0 0.1 0.0
C 6.19624 -1.15157 -0.65027 0.0 0.0 0.0
C 4.91972 -1.20286 -1.18759 0.1 0.1 -0.1
C 1.96120 -2.17597 -1.81544 -0.1 0.0 0.2
C 2.58209 -3.21676 -1.11854 -0.1 0.0 0.1
C 2.30283 -4.54063 -1.41959 0.1 0.0 0.0
C 1.39808 -4.85398 -2.42570 0.0 0.0 0.0
C 0.76653 -3.83293 -3.11669 0.0 0.1 0.0
C 1.03963 -2.50574 -2.80988 0.1 -0.1 0.0
P 2.21819 2.10058 -3.39411 0.1 0.1 -0.1
C 2.88804 2.10942 -5.11225 0.0 -0.1 0.0
C 3.45507 3.29170 -5.59514 0.0 0.0 0.0
C 3.98938 3.35268 -6.87290 0.0 0.0 0.0
C 3.95126 2.23726 -7.70091 0.0 0.0 0.0
C 3.34406 1.07465 -7.25340 -0.1 0.0 0.0
C 2.80634 1.01386 -5.97091 0.1 0.0 0.0
C 3.63592 2.86315 -2.51357 0.0 -0.1 0.0
C 4.96908 2.56675 -2.81100 0.0 0.1 0.1
C 5.99471 3.24260 -2.16877 0.0 -0.1 0.0
C 5.70006 4.22265 -1.22373 0.1 -0.1 0.0
C 4.38166 4.51925 -0.91752 -0.1 0.0 0.0
C 3.35105 3.84060 -1.56399 0.0 0.0 0.0
H 1.55709 -0.16085 -3.60360 0.0 -0.1 -0.1
H 3.31394 -0.12564 -3.45505 0.1 -0.1 0.0
H 3.47140 1.21153 0.67771 -0.1 0.1 0.0
H 5.72739 1.29411 1.64889 0.0 0.0 -0.1
H 7.49108 -0.22626 0.79036 -0.1 0.0 0.0
H 6.96178 -1.82058 -1.02319 0.0 0.0 0.0
H 4.70835 -1.89871 -1.98991 0.0 0.0 0.0
H 3.27963 -2.99222 -0.32291 0.0 0.0 0.0
H 2.79735 -5.32963 -0.86440 0.0 0.1 0.0
H 1.18234 -5.88881 -2.66286 0.0 0.0 0.0
H 0.03999 -4.05870 -3.88725 0.0 0.0 0.0
H 0.49822 -1.74053 -3.35103 0.0 0.0 0.0
H 3.49246 4.16711 -4.95581 0.1 0.0 0.0
H 4.43942 4.27414 -7.22389 0.0 0.0 0.0
H 4.38799 2.27732 -8.69147 0.0 0.0 0.0
H 3.28809 0.20652 -7.90000 0.0 0.0 0.0
H 2.32695 0.09498 -5.65317 0.1 0.0 0.0
H 5.20378 1.82757 -3.56967 0.0 0.0 0.0
H 7.02598 3.00876 -2.40730 0.0 0.0 0.0
H 6.50553 4.75280 -0.72708 -0.1 0.0 0.0
H 4.15167 5.28502 -0.18551 0.0 0.0 0.0
H 2.31533 4.08526 -1.34460 0.0 0.0 0.0
```
Positions in Å, forces in eV/Å.


A molecular structure, C15H30AgF6NO6. Source: the OMol25 dataset; level of theory: ωB97M-V/def2-TZVPD.

The largest force on an atom is 2.36 eV/A. As for the net charge: -2. Its energy above the lowest of the compared OMol25 structures with the same formula, charge and spin is 6.98 kcal per mole. For the total energy, the calculation gives -1841.80437 a.u.

The geometry in XYZ format:
```
59
Properties=species:S:1:pos:R:3:forces:R:3
Ag 0.11156 -0.60300 0.16532 -1.6 0.0 -1.8
C -2.14988 1.92735 -0.61013 -0.2 -2.2 0.2
O -2.84367 2.42834 -1.78671 0.1 0.9 -0.2
O -1.64941 0.74678 -0.88383 0.6 1.5 0.6
C -1.17233 3.04750 -0.14427 -0.1 0.2 -0.5
F -1.82815 4.06530 0.50423 0.0 0.1 0.1
F -0.25231 2.63516 0.74026 0.1 -0.2 0.1
F -0.50879 3.64035 -1.15772 0.1 0.0 0.1
C -3.67350 3.55185 -1.64228 -0.6 -0.6 -0.3
C -4.27481 3.85478 -3.00806 0.1 0.4 -0.1
H -5.09551 4.57479 -2.91065 0.0 -0.1 0.0
H -3.52072 4.31793 -3.64968 0.0 -0.1 0.0
H -4.63868 2.96302 -3.51562 0.0 -0.1 0.2
H -3.18549 4.46567 -1.28709 0.2 -0.1 0.1
H -4.48055 3.29674 -0.93554 0.0 0.2 0.1
H -2.89667 1.87025 0.22916 -0.3 0.4 0.0
C 2.10007 -0.82206 -2.37671 -1.6 -1.2 -0.1
O 2.36301 0.15374 -1.32449 1.1 0.4 0.5
O 0.83889 -1.06227 -2.55434 0.8 0.4 -0.2
C 2.85167 -0.47370 -3.68681 0.3 0.6 0.3
F 2.40186 0.62177 -4.33461 0.0 -0.1 -0.2
F 4.19573 -0.24899 -3.47690 0.0 0.1 -0.1
F 2.80612 -1.48524 -4.56724 -0.1 -0.2 -0.1
C 2.22850 1.52544 -1.57985 -0.4 0.5 -0.3
C 2.72967 2.28765 -0.37289 0.4 0.3 0.2
H 3.78837 2.11755 -0.14211 0.0 -0.2 -0.2
H 2.62346 3.36660 -0.52486 -0.2 0.0 0.0
H 2.15282 2.01682 0.51086 -0.1 0.0 0.0
H 1.19526 1.84287 -1.76009 -0.2 -0.4 0.1
H 2.75365 1.83522 -2.49020 0.3 0.0 0.2
H 2.69679 -1.69948 -2.00459 0.2 0.0 0.2
C -2.07528 -2.62291 1.83140 -0.6 0.2 0.6
C -1.90714 -3.27540 0.45966 0.3 -0.7 -1.2
C -3.22549 -4.07052 0.15081 -0.4 0.9 0.7
O -1.50441 -2.44208 -0.51019 0.0 -0.1 0.8
H -1.25788 -1.94897 2.10225 0.3 -0.3 -0.2
H -2.23268 -3.36133 2.63453 0.1 0.0 0.0
H -2.95966 -1.96887 1.81868 0.0 -0.1 -0.1
H -1.21538 -4.17491 0.57705 0.4 0.2 0.4
H -3.26856 -4.48147 -0.85506 0.3 -0.1 0.0
H -4.08975 -3.39286 0.25740 0.1 0.0 -0.1
H -3.33217 -4.83565 0.93183 -0.1 -0.3 -0.2
C 2.76757 0.34050 3.61309 0.2 -0.2 0.4
C 1.98628 -0.23308 2.43929 -0.6 -0.2 0.3
C 1.77768 -1.75133 2.53054 0.2 0.3 0.4
O 1.41459 -2.25740 1.28124 0.5 0.2 0.3
C 1.67955 -3.60309 1.02934 -0.6 -0.9 -0.3
N 0.62870 0.39436 2.34682 1.2 0.2 0.5
H 2.98513 1.38972 3.40631 0.1 0.0 0.1
H 3.70005 -0.20308 3.79974 0.1 0.2 -0.2
H 2.21707 0.30067 4.55972 -0.2 0.0 -0.1
H 2.53991 -0.00702 1.52658 -0.2 -0.1 -0.2
H 0.97017 -1.91225 3.26384 0.0 -0.2 0.0
H 2.66866 -2.25422 2.93073 0.1 0.1 -0.2
H 1.28122 -4.27421 1.80334 0.1 0.2 0.2
H 2.73937 -3.83073 0.86433 0.1 0.3 0.1
H 1.11596 -3.86034 0.13032 0.1 0.2 -0.1
H 0.14836 0.17858 3.22014 -0.2 -0.3 -0.2
H 0.78117 1.39915 2.43371 -0.3 0.0 -0.6
```
Positions in Å, forces in eV/Å.